Record 1
ORCA calculation (wB97M-V/def2-TZVPD) on a structure of composition C37H43NiO3Si.

Geometry as XYZ:
```
85
Properties=species:S:1:pos:R:3:lowdin_charge:R:1
O -0.0862 3.0354 -2.4378 -0.120
C -1.3729 2.9361 -3.1783 -0.143
C -1.5395 4.4400 -3.2118 -0.064
H -2.1752 2.4301 -2.6417 0.090
H -1.1997 2.4793 -4.1622 0.116
C -0.0386 4.4370 -2.8641 -0.557
H -2.1482 4.8285 -2.3866 0.103
H -1.7602 4.8994 -4.1660 0.112
C 0.3423 5.4828 -1.8535 -0.010
H -0.4950 5.7156 -1.1797 0.082
H 0.5558 6.3812 -2.4459 0.083
H 1.2732 5.3003 -1.3024 0.092
C 0.7622 4.5636 -4.1427 -0.024
H 0.2768 3.9876 -4.9415 0.085
H 1.8000 4.2211 -4.0404 0.093
H 0.7545 5.6203 -4.4428 0.086
Ni 1.3508 1.0181 -1.8786 0.561
C 1.6833 -1.4433 -2.5668 -0.099
C 0.3743 -1.2384 -2.0913 -0.101
C -0.1637 -0.0349 -2.6561 -0.191
H -0.1938 -1.9372 -1.4912 0.087
C 0.8134 0.4341 -3.6313 -0.245
C 1.9998 -0.3896 -3.4967 -0.129
H 2.9204 -0.2923 -4.0491 0.089
H 2.3022 -2.3108 -2.3163 0.097
H -1.2009 0.2971 -2.5752 0.094
H 0.6088 1.1257 -4.4498 0.095
C 3.3940 0.3593 0.2738 -0.135
C 3.7070 1.1080 -0.8973 -0.115
C 2.6754 2.1145 -1.0858 -0.265
H 4.5930 0.9825 -1.5201 0.089
C 1.6383 1.8498 -0.0587 -0.184
C 2.1097 0.7320 0.7354 -0.084
H 1.6234 0.3906 1.6394 0.080
H 4.0664 -0.2788 0.8487 0.087
H 2.7062 3.0345 -1.6795 0.091
H 0.8867 2.5551 0.3107 0.078
O -2.4519 4.3841 -0.0155 -0.178
C -1.5892 3.2731 0.3016 -0.188
C -2.1782 1.9579 -0.2488 -0.140
H -1.5263 3.1774 1.3973 0.123
H -0.5934 3.5606 -0.0773 0.078
C -3.6667 2.3330 -0.3966 -0.149
H -1.9771 1.1056 0.4139 0.115
H -1.6434 1.7101 -1.1755 0.047
C -3.7881 3.8639 -0.2351 -0.188
H -4.1968 1.9029 0.4468 0.101
H -4.1035 1.9695 -1.3268 0.102
H -4.4257 4.1204 0.6423 0.113
H -4.2286 4.3810 -1.1091 0.107
O -0.1450 -1.1543 0.6523 -0.353
Si -0.0110 -2.3820 1.6210 0.329
C -1.6268 -3.1935 2.1283 -0.241
C -2.7147 -2.9875 1.2756 -0.095
C -3.9492 -3.5871 1.5576 -0.102
C -4.0867 -4.3683 2.7155 -0.119
C -3.0035 -4.5602 3.5891 -0.104
C -1.7665 -3.9746 3.2845 -0.090
C 1.0416 -3.7240 0.8145 -0.217
C 2.3705 -3.4847 0.4308 -0.099
C 3.1855 -4.5609 0.0527 -0.104
C 2.6363 -5.8383 -0.0896 -0.119
C 1.2652 -6.0220 0.1041 -0.106
C 0.4683 -4.9693 0.5599 -0.092
C 0.8356 -1.9158 3.2442 -0.232
C 1.9392 -2.5908 3.7746 -0.089
C 2.4410 -2.2235 5.0315 -0.104
C 1.8534 -1.1682 5.7326 -0.120
C 0.7807 -0.4649 5.1818 -0.103
C 0.2809 -0.8223 3.9246 -0.099
H -2.5923 -2.3803 0.3733 0.098
H -4.7914 -3.4413 0.8763 0.091
H -5.0524 -4.8188 2.9494 0.086
H -3.1178 -5.1547 4.5045 0.093
H -0.9114 -4.1446 3.9440 0.103
H 2.7813 -2.4685 0.4523 0.095
H 4.2463 -4.3940 -0.1357 0.093
H 3.2694 -6.6761 -0.3813 0.088
H 0.8120 -6.9871 -0.0868 0.087
H -0.5933 -5.1237 0.7542 0.094
H 2.3933 -3.4218 3.2263 0.095
H 3.2883 -2.7664 5.4444 0.089
H 2.2465 -0.8825 6.7055 0.087
H 0.3179 0.3599 5.7191 0.090
H -0.5659 -0.2815 3.4854 0.107
```

Values from the calculation:
<S²>: 2.05
Frontier orbital gap (alpha / beta) (eV): 6.4 / 7.0
E_LUMO (alpha / beta) (eV): 2.459 / 2.458
Relative energy (zero: lowest compared OMol25 entry of this formula, charge and spin) (kcal per mole): 14.8
Total charge: -1
E (eV): -94128.191
Spin multiplicity: 3

=====

Record 2
ORCA calculation (wB97M-V/def2-TZVPD) on a cluster of 2 separate species, C3H10N2O2 in total.

Geometry as XYZ:
```
17
Properties=species:S:1:pos:R:3:lowdin_charge:R:1
N -0.6758 -0.8858 -0.0798 0.033
C -0.3500 0.4154 0.6142 -0.286
C -0.5275 1.7198 -0.2636 -0.035
C 1.1761 0.2139 1.2393 -0.408
N 1.4013 -0.9356 1.9779 0.142
O 1.9470 1.2155 1.2325 -0.010
H -0.2877 -1.6555 0.3322 -0.008
H -1.7119 -1.0345 -0.2400 0.110
H -0.7102 0.6329 1.5845 0.099
H 0.4964 2.1949 -0.3076 0.083
H -1.1401 2.3656 0.3859 0.070
H -0.9451 1.6007 -1.2392 0.052
H 2.1599 -1.0430 2.5567 0.065
H 0.6053 -1.6327 2.0641 0.128
H 0.0112 -0.9360 -3.8183 0.017
H -0.6519 -1.4466 -2.6844 0.000
O -0.7971 -0.7892 -3.3544 -0.051
```

Values from the calculation:
SMILES: C[C@@H](N)C(N)=O.O
Frontier orbital gap (eV): 10.0
E_LUMO (eV): 0.594
Relative energy (zero: lowest compared OMol25 entry of this formula, charge and spin) (kcal per mole): 44.9
E (eV): -10347.541

=====

Record 3
ORCA calculation (wB97M-V/def2-TZVPD) on the molecule CHF2IS.

Geometry as XYZ:
```
6
Properties=species:S:1:pos:R:3:lowdin_charge:R:1
C 0.4014 -0.4116 -0.2117 -1.041
F 0.2592 -0.8873 -1.4758 -0.045
F 0.7959 -1.3721 0.5614 0.021
S -1.7179 -0.0034 0.3751 0.514
I 1.6384 1.4463 -0.1386 0.757
H -1.3770 1.2281 0.8897 -0.205
```

Values from the calculation:
SMILES: FC(F)(S)I
Frontier orbital gap (eV): 8.6
E_LUMO (eV): -1.166
Relative energy (zero: lowest compared OMol25 entry of this formula, charge and spin) (kcal per mole): 22.3
E (eV): -25422.483

=====

Record 4
ORCA calculation (wB97M-V/def2-TZVPD) on a cluster of 2 separate species, C4H12 in total.

Geometry as XYZ:
```
16
Properties=species:S:1:pos:R:3:lowdin_charge:R:1
C -1.8123 1.0208 0.1812 -0.267
C -1.2351 1.0533 1.6162 -0.239
H -1.6689 2.0090 -0.2688 0.040
H -2.8958 0.8860 0.1981 0.041
H -1.4193 0.3293 -0.5536 0.009
H -0.8935 2.0783 1.7957 0.040
H -0.3469 0.4416 1.7420 0.027
H -2.0652 0.8969 2.3020 0.042
C 1.0195 -0.5515 -0.5663 -0.419
C 2.0071 -1.5518 -1.2196 -0.391
H 0.4261 -0.0280 -1.3144 0.014
H 1.6602 0.2051 -0.1012 0.022
H 0.3651 -1.0977 0.1106 0.022
H 2.6826 -0.9194 -1.7968 0.021
H 1.5386 -2.3616 -1.7726 0.020
H 2.5737 -2.0602 -0.4372 0.019
```

Values from the calculation:
<S²>: 0.75
Frontier orbital gap (alpha / beta) (eV): 2.8 / 11.9
E_LUMO (alpha / beta) (eV): 4.366 / 4.342
Relative energy (zero: lowest compared OMol25 entry of this formula, charge and spin) (kcal per mole): 11.8
Total charge: -1
E (eV): -4340.523
Spin multiplicity: 2

=====

Record 5
ORCA calculation (wB97M-V/def2-TZVPD) on the ion C2H5NO with charge +1.

Geometry as XYZ:
```
9
Properties=species:S:1:pos:R:3:lowdin_charge:R:1
O -0.6720 -0.5012 -1.6308 0.097
C -0.7271 0.4437 -0.8864 -0.172
C 0.2331 0.4843 0.3196 -0.106
N 0.5220 -0.8467 0.6709 0.343
H -1.7026 0.9575 -0.8998 0.151
H 1.1239 1.0778 0.1360 0.164
H -0.3179 1.0402 1.0986 0.174
H 1.4245 -1.0601 1.1008 0.179
H 0.1161 -1.5954 0.0911 0.169
```

Values from the calculation:
<S²>: 0.75
Frontier orbital gap (alpha / beta) (eV): 11.2 / 6.4
E_LUMO (alpha / beta) (eV): -4.572 / -9.325
Relative energy (zero: lowest compared OMol25 entry of this formula, charge and spin) (kcal per mole): 26.5
Total charge: +1
E (eV): -5682.333
Spin multiplicity: 2

=====

Record 6
ORCA calculation (wB97M-V/def2-TZVPD) on the molecule C9H11NO3.

Geometry as XYZ:
```
24
Properties=species:S:1:pos:R:3:lowdin_charge:R:1
C 1.4151 1.2033 -1.1685 -0.197
C 1.5209 2.8171 -1.0984 -0.481
C 0.6512 0.9224 0.2504 -0.083
C -0.3748 -0.1736 0.4786 -0.249
C -1.4136 -0.4566 -0.3481 -0.056
C -0.4832 -0.7764 1.7280 -0.042
C -2.4290 -1.4272 -0.1449 -0.004
C -1.4253 -1.7528 1.9999 -0.002
C -2.2878 -2.2399 0.9813 -0.331
H 2.8811 -0.0681 -2.0956 0.099
H 3.0212 0.0935 -0.5203 0.080
H 0.7235 0.6860 -1.8587 0.136
H 0.1753 1.9557 0.3779 0.124
H 1.4114 0.8803 1.0950 0.131
H -1.5382 0.1158 -1.2454 0.106
H 0.1782 -0.4942 2.5395 0.112
H -3.2199 -1.7830 -0.8283 0.118
H -1.4851 -2.4119 2.7971 0.093
H -3.6625 -3.5606 0.5242 0.112
H 3.2903 2.3240 -1.3419 0.110
N 2.7825 0.6228 -1.3431 0.023
O 0.5963 3.5914 -0.8522 0.059
O -3.1108 -3.2730 1.2633 0.056
O 2.7830 3.2050 -1.1897 0.088
```

Values from the calculation:
SMILES: N[C@@H](Cc1ccc(O)cc1)C(=O)O
Frontier orbital gap (eV): 9.2
E_LUMO (eV): 0.589
Relative energy (zero: lowest compared OMol25 entry of this formula, charge and spin) (kcal per mole): 38.7
E (eV): -17143.081